Entry 1:
{
  "formula": "C22H49F3InO9S",
  "method": "wB97M-V/def2-TZVPD",
  "elements": ["C", "O", "C", "In", "C", "C", "O", "C", "C", "F", "F", "F", "C", "O", "C", "C", "O", "C", "S", "O", "O", "H", "H", "H", "H", "H", "H", "H", "H", "H", "H", "H", "H", "H", "H", "H", "H", "H", "H", "H", "C", "C", "O", "C", "C", "H", "H", "H", "H", "H", "H", "H", "H", "H", "H", "C", "C", "O", "C", "C", "H", "H", "H", "H", "H", "H", "H", "H", "H", "H", "C", "C", "O", "C", "C", "H", "H", "H", "H", "H", "H", "H", "H", "H", "H"],
  "xyz": [[4.23938, -1.75413, 4.44338], [4.02323, -0.64537, 3.62247], [4.51521, -0.86410, 2.28169], [3.44734, -2.47598, 1.11113], [3.39399, -1.75132, -1.00480], [2.94174, -2.80625, -2.02429], [3.98144, -3.32497, -2.85980], [4.55753, -2.37830, -3.68729], [3.60952, -1.80843, -4.74863], [2.50876, -2.56424, -4.96628], [3.21107, -0.54415, -4.43035], [4.26216, -1.70297, -5.95497], [1.37721, -2.80793, 1.86860], [0.89225, -4.11534, 1.42198], [-0.38318, -4.42814, 1.68535], [-1.05778, -3.75474, 2.85443], [-0.96279, -5.27351, 1.02641], [4.76883, -4.30871, 1.19558], [4.53313, -5.34616, 2.55895], [5.80239, -5.70177, 3.16568], [3.64973, -6.43715, 2.23825], [4.41288, -1.41376, 5.45759], [3.36872, -2.41673, 4.42606], [5.09730, -2.34471, 4.12227], [4.40765, 0.08526, 1.76750], [5.58641, -1.07953, 2.33882], [2.68056, -0.93317, -1.02363], [4.38020, -1.35068, -1.21396], [2.11880, -2.41026, -2.61997], [2.54496, -3.67470, -1.51367], [4.97965, -1.53033, -3.15375], [5.36486, -2.86077, -4.22377], [1.40145, -2.79628, 2.95322], [0.72012, -2.03260, 1.49356], [-0.51572, -3.99407, 3.76323], [-2.06621, -4.13141, 2.92766], [-1.09917, -2.67975, 2.73864], [5.79743, -3.97553, 1.24145], [4.63975, -4.92548, 0.31447], [3.92456, -4.55136, 3.47382], [-1.82999, 1.76809, -1.98461], [-0.41515, 1.23413, -1.83166], [-0.34375, -0.16394, -1.65911], [-0.86473, -0.95130, -2.71327], [-0.17824, -0.72915, -4.05104], [-2.44493, 1.47027, -1.13385], [-1.81674, 2.85784, -2.04270], [-2.31184, 1.39237, -2.88963], [0.03741, 1.65804, -0.93528], [0.20797, 1.55049, -2.67689], [-1.94824, -0.80372, -2.80402], [-0.71602, -1.98345, -2.39578], [-0.32988, 0.28433, -4.42882], [-0.57564, -1.42241, -4.79344], [0.88836, -0.89133, -3.95800], [-4.31278, 1.35610, 2.39761], [-3.72667, 0.20153, 3.19328], [-2.31827, 0.22508, 3.28777], [-1.74862, 1.35680, 3.91517], [-2.18568, 1.54990, 5.35760], [-3.87503, 1.39073, 1.39937], [-5.39262, 1.23592, 2.30260], [-4.12751, 2.31914, 2.87579], [-3.96379, -0.73862, 2.69529], [-4.18015, 0.15199, 4.19085], [-1.94504, 2.26152, 3.32796], [-0.67265, 1.18906, 3.88143], [-3.25455, 1.75515, 5.43934], [-1.65300, 2.39279, 5.79872], [-1.97091, 0.65578, 5.94383], [-5.17951, 7.50285, -1.86655], [-3.77310, 6.94761, -1.71543], [-3.72040, 5.54389, -1.56303], [-4.24785, 4.78171, -2.63230], [-3.54504, 5.01073, -3.95945], [-5.80151, 7.20021, -1.02337], [-5.14990, 8.59215, -1.90632], [-5.66256, 7.15163, -2.77936], [-3.31935, 7.35051, -0.81009], [-3.14156, 7.26834, -2.55214], [-5.32638, 4.95208, -2.73025], [-4.12177, 3.74055, -2.33670], [-3.67116, 6.03281, -4.32016], [-3.95118, 4.34080, -4.71756], [-2.47548, 4.82055, -3.86284]],
  "charge": -1,
  "fmax_ev_per_a": 1.01,
  "gap_ev": 6.870,
  "homo_ev": -4.8,
  "lumo_energy_ev": 2.05
}

Entry 2:
{
  "formula": "C74H196N16O21",
  "method": "wB97M-V/def2-TZVPD",
  "elements": ["C", "C", "C", "O", "C", "N", "H", "H", "H", "H", "H", "H", "H", "H", "H", "H", "H", "C", "C", "C", "O", "C", "N", "H", "H", "H", "H", "H", "H", "H", "H", "H", "H", "H", "C", "C", "C", "O", "C", "N", "H", "H", "H", "H", "H", "H", "H", "H", "H", "H", "H", "C", "C", "C", "O", "C", "N", "H", "H", "H", "H", "H", "H", "H", "H", "H", "H", "H", "C", "C", "C", "O", "C", "N", "H", "H", "H", "H", "H", "H", "H", "H", "H", "H", "H", "C", "C", "C", "O", "C", "N", "H", "H", "H", "H", "H", "H", "H", "H", "H", "H", "H", "C", "C", "C", "O", "C", "N", "H", "H", "H", "H", "H", "H", "H", "H", "H", "H", "H", "C", "C", "C", "O", "C", "N", "H", "H", "H", "H", "H", "H", "H", "H", "H", "H", "H", "C", "C", "C", "O", "C", "N", "H", "H", "H", "H", "H", "H", "H", "H", "H", "H", "H", "C", "C", "C", "O", "C", "N", "H", "H", "H", "H", "H", "H", "H", "H", "H", "H", "H", "C", "C", "C", "O", "C", "N", "H", "H", "H", "H", "H", "H", "H", "H", "H", "H", "H", "C", "O", "C", "C", "N", "C", "C", "O", "C", "H", "H", "H", "H", "H", "H", "H", "H", "H", "H", "H", "H", "H", "H", "H", "C", "O", "C", "C", "N", "C", "C", "O", "C", "H", "H", "H", "H", "H", "H", "H", "H", "H", "H", "H", "H", "H", "H", "H", "C", "O", "C", "C", "N", "C", "C", "O", "C", "H", "H", "H", "H", "H", "H", "H", "H", "H", "H", "H", "H", "H", "H", "H", "C", "O", "C", "C", "N", "C", "C", "O", "C", "H", "H", "H", "H", "H", "H", "H", "H", "H", "H", "H", "H", "H", "H", "H", "C", "O", "C", "C", "N", "C", "C", "O", "C", "H", "H", "H", "H", "H", "H", "H", "H", "H", "H", "H", "H", "H", "H", "H"],
  "xyz": [[-6.58927, 1.61513, 2.87439], [-7.66349, 2.39632, 3.51109], [-7.90138, 1.73475, 4.85864], [-8.39768, 0.44610, 4.63494], [-8.30973, -0.24729, 5.86478], [-7.43880, 3.81150, 3.54213], [-6.50104, 1.98694, 1.85098], [-6.86637, 0.56350, 2.80575], [-5.66640, 1.74034, 3.42763], [-8.60941, 2.21505, 2.95416], [-8.46299, 2.39725, 5.52195], [-6.92611, 1.76884, 5.34365], [-8.70216, -1.21625, 5.55196], [-8.99473, 0.29820, 6.54238], [-7.26893, -0.29347, 6.22999], [-6.80889, 4.05346, 4.35091], [-8.32760, 4.23605, 3.81338], [-8.10310, -3.86511, -1.72676], [-7.17403, -4.79755, -2.49465], [-5.79629, -4.12501, -2.55942], [-5.89038, -2.78081, -2.98310], [-4.61237, -2.24619, -3.23381], [-6.97961, -6.16584, -1.94953], [-9.08108, -4.27234, -1.43647], [-8.36924, -2.94052, -2.23488], [-7.65870, -3.62891, -0.76728], [-7.46709, -4.93068, -3.55674], [-5.13812, -4.68937, -3.25059], [-5.30910, -4.16707, -1.57023], [-4.62259, -1.16148, -3.18275], [-4.23923, -2.60225, -4.20779], [-3.88334, -2.52302, -2.43546], [-7.81490, -6.73943, -2.02310], [-6.59826, -6.15854, -1.00088], [0.85678, -5.23082, -2.03771], [-0.58137, -4.78561, -1.60053], [-1.59417, -5.33152, -2.58575], [-1.38569, -6.76967, -2.69828], [-2.60500, -7.51455, -2.45002], [-0.76609, -5.25054, -0.21964], [0.91043, -6.29809, -1.82621], [1.56167, -4.70840, -1.34303], [1.03769, -4.88428, -3.04704], [-0.52251, -3.67158, -1.66961], [-1.50189, -4.83471, -3.57095], [-2.63532, -5.12269, -2.31750], [-2.91771, -7.34088, -1.40920], [-2.51079, -8.58628, -2.61666], [-3.34975, -7.14446, -3.14932], [-0.28884, -6.13080, -0.08171], [-1.77268, -5.32887, -0.01594], [-8.33700, -0.39724, -0.52746], [-7.51546, 0.41002, -1.49033], [-8.37506, 1.01794, -2.65768], [-8.92943, 0.12751, -3.58667], [-8.02804, -0.53468, -4.42712], [-6.79123, 1.48440, -0.81139], [-8.84996, -1.21140, -1.06990], [-9.06336, 0.26117, 0.00117], [-7.59785, -0.79575, 0.18322], [-6.79210, -0.26770, -1.92095], [-7.70212, 1.71307, -3.23044], [-9.23850, 1.57748, -2.29011], [-7.26213, 0.15994, -4.78601], [-8.57343, -0.90536, -5.30010], [-7.52934, -1.41963, -3.98523], [-6.35454, 2.13256, -1.44441], [-7.42972, 2.02176, -0.20417], [4.70555, -6.18249, 2.63781], [3.56723, -6.28704, 1.63671], [2.84573, -7.58671, 1.63038], [1.87721, -7.59632, 0.58856], [0.85227, -8.49405, 0.94849], [2.59224, -5.25274, 1.94937], [5.10306, -5.17206, 2.63610], [5.48569, -6.96143, 2.40811], [4.32858, -6.38026, 3.64885], [4.10474, -6.16280, 0.66235], [2.33881, -7.68700, 2.60353], [3.54750, -8.40446, 1.49687], [0.15261, -8.52093, 0.12037], [0.36776, -8.15529, 1.86226], [1.10352, -9.56884, 1.08245], [1.92192, -5.15033, 1.22548], [3.12537, -4.38339, 2.05209], [-1.91818, -4.07651, 3.52520], [-3.31330, -4.14235, 4.22441], [-4.28546, -3.09695, 3.63970], [-5.53130, -3.26076, 4.30265], [-6.66574, -2.79931, 3.58623], [-3.81840, -5.46093, 4.15082], [-1.20774, -4.80545, 3.90337], [-1.52355, -3.05449, 3.60542], [-2.02741, -4.26620, 2.47131], [-3.12956, -3.91479, 5.27221], [-4.39988, -3.18525, 2.57028], [-3.82531, -2.09848, 3.75476], [-6.82053, -3.45696, 2.70914], [-6.61299, -1.75002, 3.32216], [-7.47582, -2.84379, 4.33550], [-4.74120, -5.49693, 4.55679], [-3.97090, -5.78001, 3.20449], [2.27277, 2.42347, -0.18753], [1.93521, 2.70669, 1.27602], [0.48525, 3.12411, 1.48872], [0.04676, 4.38245, 0.99358], [0.83426, 5.50814, 1.40998], [2.18398, 1.52392, 2.12727], [1.51764, 1.70639, -0.53718], [3.24090, 1.94401, -0.22782], [2.18951, 3.32402, -0.77493], [2.63331, 3.45812, 1.63755], [0.25983, 3.12016, 2.58123], [-0.22210, 2.42555, 1.03214], [0.37546, 6.39621, 1.07648], [1.82678, 5.43685, 0.97122], [0.89422, 5.56065, 2.50210], [1.65099, 0.72265, 1.83552], [1.88136, 1.74841, 3.08322], [-4.38190, 3.26940, -2.73442], [-3.73195, 3.88676, -1.50497], [-3.55536, 5.36464, -1.67256], [-2.50205, 5.74805, -2.54499], [-1.38299, 6.20561, -1.80632], [-4.54163, 3.77258, -0.32100], [-3.74322, 3.47223, -3.60095], [-5.38799, 3.67719, -2.86578], [-4.52921, 2.18812, -2.68832], [-2.72072, 3.41022, -1.31744], [-3.41044, 5.73269, -0.64593], [-4.52966, 5.74334, -1.99812], [-1.68950, 7.11155, -1.26887], [-0.57621, 6.48343, -2.46469], [-1.09741, 5.45754, -1.07697], [-4.89523, 2.83240, -0.22368], [-4.07005, 4.14664, 0.50894], [-3.22481, 2.58531, 3.53996], [-3.81587, 4.01608, 3.57191], [-3.69717, 4.57150, 4.98093], [-4.66186, 3.93131, 5.71861], [-4.45038, 4.16295, 7.07543], [-3.22542, 4.79600, 2.49537], [-3.59422, 2.17057, 2.64459], [-3.62986, 2.02714, 4.36958], [-2.12171, 2.61336, 3.53320], [-4.87829, 3.89147, 3.30571], [-3.83530, 5.68459, 5.00618], [-2.72639, 4.34252, 5.43114], [-4.15962, 5.21632, 7.22079], [-3.57993, 3.57546, 7.33687], [-5.32095, 3.91230, 7.69884], [-3.42626, 5.80661, 2.53500], [-2.20334, 4.74200, 2.51604], [3.15689, 1.89380, 5.74457], [1.89614, 2.51843, 6.38962], [0.72629, 1.60136, 6.25396], [0.40636, 1.43938, 4.88974], [-0.60382, 0.43377, 4.77433], [2.19727, 2.70652, 7.84430], [3.96205, 2.40578, 6.24137], [3.19491, 1.99192, 4.65275], [3.26215, 0.87343, 6.09145], [1.66512, 3.49212, 5.90864], [-0.17477, 1.94934, 6.78990], [0.98570, 0.64736, 6.71142], [-0.88191, 0.35354, 3.67797], [-1.50212, 0.84673, 5.22725], [-0.29356, -0.52936, 5.17979], [1.54585, 3.28931, 8.35034], [3.05080, 3.22428, 7.89623], [5.24195, -1.91752, -6.06736], [6.45560, -1.36553, -5.31938], [7.63091, -2.32674, -5.30009], [7.17788, -3.37951, -4.49735], [8.08728, -4.39802, -4.51868], [6.75435, 0.04389, -5.68492], [5.41437, -1.77985, -7.12722], [4.37070, -1.34905, -5.81408], [5.04751, -2.96813, -5.79642], [6.18305, -1.36515, -4.24868], [8.52920, -1.75630, -4.94854], [7.83041, -2.70377, -6.33405], [9.13618, -4.23484, -4.16331], [8.20939, -4.85049, -5.48542], [7.73072, -5.15303, -3.79312], [7.68203, 0.34213, -5.31177], [6.77517, 0.23390, -6.67754], [14.86689, 2.14450, 0.57434], [13.96867, 1.89477, -0.52229], [13.13064, 0.81193, -0.23923], [12.21693, 0.52659, -1.42692], [11.35130, -0.56729, -1.17690], [10.47376, -0.86259, -2.31454], [9.43200, 0.23663, -2.50347], [8.61316, 0.31053, -1.32025], [7.40682, 0.97861, -1.65193], [14.31041, 2.38962, 1.49077], [15.45606, 3.03142, 0.25982], [15.51647, 1.30503, 0.76183], [12.48731, 1.05658, 0.66649], [13.70181, -0.05528, 0.01762], [12.88465, 0.24815, -2.23684], [11.72920, 1.48241, -1.68194], [10.79456, -0.42661, -0.35952], [9.96728, -1.82331, -2.19590], [11.10562, -0.93201, -3.17957], [8.80024, -0.03781, -3.35899], [9.86651, 1.23248, -2.72194], [7.63093, 2.00643, -1.96584], [6.70893, 0.91362, -0.80927], [6.89710, 0.46340, -2.46372], [3.09266, -0.72006, -2.20523], [2.11985, -1.18432, -1.32984], [2.63407, -1.56560, -0.07665], [1.36235, -1.90220, 0.72484], [0.38790, -0.81642, 0.70361], [-0.88942, -1.32252, 1.20461], [-2.03170, -0.35965, 0.82379], [-3.20484, -1.09970, 0.75508], [-4.26627, -0.32955, 0.28248], [2.57829, -0.39104, -3.11101], [3.87732, -1.47456, -2.39845], [3.59356, 0.18914, -1.85838], [3.10391, -0.69541, 0.39970], [3.35778, -2.41560, -0.03758], [1.63404, -2.09194, 1.77751], [0.95045, -2.87543, 0.37159], [0.14720, -0.65086, -0.27932], [-0.81434, -1.44238, 2.26732], [-1.16034, -2.24892, 0.66778], [-1.75711, 0.04673, -0.17535], [-2.10314, 0.49476, 1.52260], [-4.14609, -0.10707, -0.79027], [-4.44120, 0.54784, 0.92935], [-5.20744, -0.91588, 0.36487], [3.98270, 4.10729, -4.03474], [3.82083, 5.02088, -5.05405], [2.51457, 5.23547, -5.51465], [1.77366, 6.17659, -4.61263], [2.22015, 7.55562, -4.43183], [2.18005, 8.23980, -5.68711], [2.50743, 9.68193, -5.54824], [2.71840, 10.33092, -6.83512], [1.49520, 10.59689, -7.51819], [3.31845, 4.29348, -3.18067], [4.99384, 4.11365, -3.66872], [3.81073, 3.06601, -4.31706], [1.95443, 4.30199, -5.58971], [2.52058, 5.69458, -6.48549], [1.78600, 5.73390, -3.61929], [0.73344, 6.22482, -5.01034], [3.15318, 7.60267, -4.04475], [1.21450, 8.18636, -6.18980], [2.93318, 7.81514, -6.38399], [3.41293, 9.77507, -4.97151], [1.71587, 10.16548, -4.96849], [0.96852, 9.70418, -7.86210], [1.64822, 11.21696, -8.42549], [0.84622, 11.21956, -6.86649], [-0.75126, 3.48812, -4.99801], [0.25933, 2.71211, -4.49660], [0.21416, 2.59388, -3.11718], [-0.89932, 1.66085, -2.58576], [-0.68604, 0.24556, -2.89752], [-1.05112, -0.19249, -4.17547], [-0.93901, -1.72396, -4.34031], [0.30920, -2.24212, -4.09758], [1.28934, -2.18357, -5.07202], [-0.49939, 4.53180, -4.94210], [-1.68772, 3.32233, -4.49007], [-0.97097, 3.24018, -6.04066], [0.13350, 3.59090, -2.69390], [1.23487, 2.28197, -2.86069], [-1.86946, 1.96478, -3.00862], [-0.89324, 1.80908, -1.49467], [0.20820, -0.16624, -2.62126], [-0.44683, 0.29991, -4.98014], [-2.07884, 0.08091, -4.39413], [-1.29628, -1.96057, -5.38779], [-1.63900, -2.17106, -3.60490], [1.96853, -3.04411, -5.09738], [1.93697, -1.32229, -4.89541], [0.99812, -2.10158, -6.10255], [5.25943, -1.85400, 2.49561], [4.03043, -2.26598, 3.05458], [3.69442, -1.39475, 4.07721], [2.33649, -1.78391, 4.64469], [2.46500, -3.24030, 5.03747], [1.18296, -3.95621, 4.93565], [0.34013, -3.80167, 6.16831], [-0.11937, -2.48956, 6.31118], [-0.88456, -2.26481, 7.49214], [5.97257, -1.75874, 3.32226], [5.06540, -0.88767, 2.01945], [5.55932, -2.64301, 1.81723], [3.84406, -0.36698, 3.68816], [4.47544, -1.45696, 4.89363], [1.55643, -1.65677, 3.86669], [2.01197, -1.21696, 5.51951], [3.07752, -3.74955, 4.43734], [1.44424, -5.00256, 4.87392], [0.63580, -3.65127, 4.04696], [0.94111, -4.10114, 7.05042], [-0.48879, -4.51483, 6.10795], [-1.75025, -2.94042, 7.49590], [-1.30285, -1.26848, 7.51611], [-0.25320, -2.49086, 8.38764]],
  "fmax_ev_per_a": 3.25,
  "gap_ev": 8.614,
  "homo_ev": -8.2,
  "relative_energy_kcal_mol": 46.75,
  "lumo_energy_ev": 0.39
}